1.
Molecular formula: CH3NO4
Method: DFT, the ωB97M-V functional and the def2-TZVPD basis

Properties
Spin multiplicity   1
Energy relative to the best compared isomer or geometry (same formula, charge and spin)   89.0 kcal/mol
E_HOMO   -10.04 eV
Total energy   -395.410020 Eh
Molar mass   93.0 g/mol
Kohn-Sham gap   9.09 eV

Last column: Löwdin charge in e.
Cartesian coordinates (Å):
1 C -0.19043 0.28787 -0.26883  -0.511
2 N 0.69205 -0.36368 0.71761  -0.358
3 O 1.29714 -1.32665 0.33540  0.081
4 O 0.76276 0.04692 1.85781  0.119
5 O -1.21276 0.84791 0.40314  0.047
6 O -0.41921 -0.58015 -1.24549  0.040
7 H 0.78026 1.77426 -0.64970  0.224
8 H -2.07728 0.64031 -0.07040  0.166
9 H 0.36747 -1.32679 -1.07955  0.193


2.
Molecular formula: C4H5N3O
Method: DFT, the ωB97M-V functional and the def2-TZVPD basis

Properties
Spin multiplicity   1
Energy relative to the best compared isomer or geometry (same formula, charge and spin)   119.4 kcal/mol
SMILES   O/N=N/n1cccc1
E_HOMO   -8.63 eV
Total energy   -394.777356 Eh
Molar mass   111.1 g/mol
Kohn-Sham gap   9.01 eV

Last column: Löwdin charge in e.
Cartesian coordinates (Å):
1 O 3.42815 -0.14522 0.14557  -0.098
2 N 2.17941 -0.61791 0.26516  -0.036
3 N 1.47562 0.38933 0.41339  0.040
4 N 0.16854 0.12602 0.31744  -0.132
5 C -0.81190 0.99780 0.39398  -0.125
6 C -2.03663 0.47065 0.00778  -0.046
7 C -1.69773 -0.83923 -0.57546  -0.065
8 C -0.38328 -0.97127 -0.35084  -0.104
9 H 3.34046 0.98931 0.27905  0.212
10 H -0.62202 1.90154 0.85240  0.095
11 H -2.99359 0.91818 0.14350  0.080
12 H -2.27458 -1.47985 -1.23102  0.100
13 H 0.22756 -1.73937 -0.66094  0.080


3.
Molecular formula: C3H4OP2
Method: DFT, the ωB97M-V functional and the def2-TZVPD basis

Properties
Spin multiplicity   1
Energy relative to the best compared isomer or geometry (same formula, charge and spin)   0.0 kcal/mol
SMILES   OP1=CC=PC=1
E_HOMO   -8.75 eV
Total energy   -874.606993 Eh
Molar mass   118.0 g/mol
Kohn-Sham gap   8.17 eV

Last column: Löwdin charge in e.
Cartesian coordinates (Å):
1 O -0.97694 -0.79991 -1.56968  -0.322
2 P -0.04059 -0.99972 -0.26513  0.780
3 C -0.52770 0.37289 0.75362  -0.392
4 C 0.50294 0.97056 1.33654  -0.435
5 P 2.15784 0.68566 0.57582  0.858
6 C 1.60600 -0.31380 -0.64493  -0.593
7 H -1.37054 0.04424 -1.29264  0.037
8 H -1.57723 0.38217 1.05359  0.072
9 H 0.43643 1.69739 2.15259  0.049
10 H 2.30142 -0.75355 -1.24249  -0.053


4.
Molecular formula: C14H36AuClGeN2SSb
Method: DFT, the ωB97M-V functional and the def2-TZVPD basis

Properties
Spin multiplicity   3
Energy relative to the best compared isomer or geometry (same formula, charge and spin)   0.0 kcal/mol
Total charge   +1
E_HOMO (alpha / beta)   -10.64 / -11.72 eV
Total energy   -3975.514276 Eh
Molar mass   691.3 g/mol
Kohn-Sham gap (alpha / beta)   8.62 / 6.84 eV

Last column: Löwdin charge in e.
Cartesian coordinates (Å):
1 Au 1.97668 -0.82810 0.90664  0.466
2 N 3.50401 0.39552 3.64122  0.118
3 C 4.16053 0.88677 2.59410  -0.901
4 N 4.82220 2.03064 2.75525  0.119
5 S 4.23257 0.09494 1.07271  0.564
6 H 3.46394 0.87480 4.52517  0.124
7 H 3.03718 -0.49015 3.55488  0.084
8 H 4.85722 2.51765 3.63496  0.123
9 H 5.29517 2.43113 1.96381  0.106
10 C -3.75005 -0.48383 -1.30356  -0.146
11 C -3.49839 0.97398 -0.94540  -0.546
12 C -4.34665 1.45606 0.22264  -0.141
13 Sb -1.35267 1.24435 -0.54385  1.535
14 C -1.13748 3.39100 -0.63469  -0.560
15 C -1.53415 4.00316 0.70913  -0.153
16 C 0.27158 3.80903 -1.04655  -0.148
17 C -0.51734 0.52573 -2.41300  -0.544
18 C -1.07950 1.38354 -3.54564  -0.126
19 C 1.00686 0.46882 -2.40867  -0.138
20 H -4.80068 -0.61914 -1.57670  0.089
21 H -3.54641 -1.14029 -0.45407  0.079
22 H -3.14824 -0.82059 -2.14906  0.060
23 H -3.63397 1.62372 -1.81530  0.083
24 H -4.14289 0.88305 1.12948  0.082
25 H -5.40569 1.32222 -0.01753  0.088
26 H -4.19509 2.51206 0.44172  0.055
27 H -1.85954 3.67633 -1.40582  0.093
28 H -0.84375 3.69607 1.49605  0.045
29 H -2.54347 3.73335 1.01933  0.053
30 H -1.49258 5.09346 0.63751  0.087
31 H 1.01246 3.44932 -0.33088  0.048
32 H 0.33136 4.90112 -1.06530  0.088
33 H 0.54697 3.44938 -2.03686  0.049
34 H -0.91833 -0.48706 -2.48186  0.071
35 H -0.72587 2.41390 -3.48719  0.068
36 H -2.17043 1.39626 -3.56416  0.066
37 H -0.74434 0.97826 -4.50462  0.092
38 H 1.45252 1.46076 -2.33092  0.068
39 H 1.35877 0.01969 -3.34135  0.090
40 H 1.39347 -0.13585 -1.58805  0.017
41 Cl 0.64431 1.25501 1.48161  -0.024
42 C 1.97741 -4.14323 -0.78642  -0.229
43 Ge 0.91909 -3.86512 0.82234  0.700
44 C -0.68615 -4.97015 0.84390  -0.216
45 C 1.98973 -4.13895 2.42816  -0.234
46 C 0.27026 -1.99734 0.82781  -0.435
47 H 2.24454 -5.19483 -0.90063  0.024
48 H 2.89951 -3.56014 -0.73514  0.010
49 H 1.41861 -3.83316 -1.67177  0.020
50 H -0.41013 -6.02628 0.85203  0.026
51 H -1.29452 -4.77519 -0.03988  0.021
52 H -1.27568 -4.75562 1.73571  0.023
53 H 2.17666 -5.20079 2.59668  0.024
54 H 1.47117 -3.73985 3.30202  0.020
55 H 2.95512 -3.63746 2.32675  0.007
56 H -0.35682 -1.76069 1.69042  -0.008
57 H -0.27909 -1.74724 -0.08716  -0.035


> The highest spin multiplicity belongs to which entry?

C14H36AuClGeN2SSb